# 1
15 unconnected molecules or ions with the total composition C30H90O30, computed with ωB97M-V/def2-TZVPD.

CARTESIAN COORDINATES (ANGSTROEM)
C: -7.00346 -2.04125 -0.90607
C: -8.27475 -1.33668 -1.32142
O: -8.67376 -0.33637 -0.39738
O: -5.94695 -1.03029 -0.99432
H: -6.69695 -2.93346 -1.48181
H: -7.02489 -2.44443 0.12791
H: -9.10478 -2.02334 -1.41366
H: -8.17915 -0.86302 -2.31822
H: -7.91796 0.16254 -0.15460
H: -5.76652 -0.80708 -0.10903
C: 1.47109 3.63725 4.47623
C: 2.31864 3.25628 5.71322
O: 2.92520 1.98211 5.56801
O: 2.32591 3.80565 3.34499
H: 0.95155 4.54495 4.64581
H: 0.79078 2.78967 4.39450
H: 1.63326 3.30245 6.54760
H: 3.19296 3.92572 5.88651
H: 2.30817 1.33064 5.18343
H: 2.37210 2.89966 2.90786
C: 5.31342 -0.68762 2.89716
C: 5.46214 0.73205 3.31325
O: 4.27091 1.42217 2.95504
O: 3.98057 -1.29333 3.15021
H: 6.09757 -1.29358 3.34702
H: 5.50562 -0.81133 1.81128
H: 6.39903 1.02244 2.77102
H: 5.63412 0.87283 4.35229
H: 3.87622 1.78109 3.78237
H: 3.42845 -0.53310 3.47940
C: -2.38764 3.14979 1.32436
C: -2.45197 1.84400 0.53467
O: -1.62491 0.91875 1.24188
O: -3.10121 4.25619 0.73742
H: -1.31644 3.38728 1.31954
H: -2.84613 3.01244 2.32762
H: -2.14010 1.88815 -0.51698
H: -3.44281 1.39589 0.56911
H: -1.07693 0.49793 0.52477
H: -3.92936 3.90190 0.39358
C: 0.03347 -4.02457 2.34193
C: 1.36667 -3.63297 3.04212
O: 2.37435 -3.53304 2.05817
O: -0.32029 -3.02232 1.41518
H: -0.82449 -4.12805 3.04177
H: 0.13732 -5.05159 1.94716
H: 1.59148 -4.44205 3.75443
H: 1.39461 -2.70737 3.58780
H: 3.01705 -2.83909 2.38463
H: 0.01051 -3.30813 0.50605
C: -2.02445 0.03693 -3.24983
C: -0.95954 1.07270 -3.66121
O: 0.27081 0.75764 -3.06999
O: -1.64172 -1.28148 -3.47260
H: -2.98540 0.28362 -3.76076
H: -2.18118 0.21815 -2.13559
H: -1.17921 2.11219 -3.49918
H: -0.79698 0.97574 -4.78856
H: 0.16232 0.53530 -2.14042
H: -0.85641 -1.32453 -4.02556
C: 1.06740 -0.46048 0.11152
C: 1.95634 0.77634 0.14797
O: 1.59305 1.72438 1.14620
O: -0.11114 -0.27950 -0.65733
H: 0.85904 -0.76622 1.12837
H: 1.63634 -1.30474 -0.28931
H: 2.04997 1.28812 -0.79745
H: 2.88518 0.37339 0.52101
H: 1.18655 2.47053 0.72496
H: -0.48507 -1.13352 -0.67101
C: -3.33528 -4.04956 -1.90442
C: -2.80969 -3.22477 -0.73777
O: -1.58525 -2.60363 -1.04166
O: -4.35117 -3.38389 -2.58308
H: -3.76526 -5.06992 -1.73096
H: -2.52984 -4.24739 -2.67492
H: -2.64163 -3.82787 0.16390
H: -3.56419 -2.48895 -0.63663
H: -1.69079 -2.23301 -1.94403
H: -4.48624 -2.47919 -2.31092
C: 2.05574 5.05088 -2.19541
C: 1.86732 3.64688 -1.76125
O: 0.69138 3.47344 -0.87262
O: 2.18959 5.88820 -1.06995
H: 1.13977 5.30897 -2.74775
H: 2.97439 5.18551 -2.78058
H: 2.80658 3.26905 -1.23054
H: 1.67487 2.98684 -2.57768
H: 0.25591 4.33592 -0.72313
H: 1.36990 6.36189 -0.76863
C: -0.26077 -2.81609 -6.08896
C: 0.50885 -4.07048 -6.31404
O: 1.79969 -3.64903 -6.69135
O: 0.18005 -2.12857 -4.96059
H: -1.33935 -3.03981 -5.93045
H: -0.16557 -2.26165 -7.03174
H: 0.04291 -4.69123 -7.06652
H: 0.56140 -4.67532 -5.40404
H: 2.29981 -4.35019 -7.02664
H: 1.08421 -1.81795 -5.16123
C: 0.76037 7.12650 1.90976
C: 0.26648 5.69763 1.63954
O: -0.54462 5.68973 0.40443
O: 1.37723 7.12017 3.16471
H: -0.06283 7.86378 1.96354
H: 1.40516 7.39917 1.13286
H: -0.40519 5.40745 2.47620
H: 1.08963 4.99088 1.66335
H: -1.42162 5.62437 0.74237
H: 2.20832 6.58472 3.01298
C: 4.60544 0.02006 -5.02564
C: 3.36189 0.05616 -4.14414
O: 2.15692 0.12205 -4.84578
O: 4.57573 -1.15496 -5.95424
H: 5.44569 -0.10129 -4.41537
H: 4.71469 0.95099 -5.48515
H: 3.42171 0.82890 -3.35795
H: 3.38405 -0.85011 -3.57639
H: 1.50293 0.42558 -4.24510
H: 3.63823 -1.06434 -6.20931
C: 1.81468 -4.71465 -1.49501
C: 2.42544 -4.02699 -2.60528
O: 3.00606 -4.90978 -3.55822
O: 1.31996 -3.68122 -0.65530
H: 2.42539 -5.44730 -1.02094
H: 0.91937 -5.23831 -1.86631
H: 3.20727 -3.40693 -2.07200
H: 1.64511 -3.42166 -3.07128
H: 3.69322 -4.42230 -4.09008
H: 1.89005 -3.56678 0.11907
C: 0.01190 -0.64657 5.30017
C: 0.13139 -0.25337 3.85898
O: 1.42384 0.31718 3.71498
O: -0.22557 0.52382 6.07938
H: 0.92606 -1.10883 5.66384
H: -0.78400 -1.34260 5.53528
H: -0.65497 0.49517 3.66126
H: 0.00393 -1.09523 3.16336
H: 1.39171 0.85437 2.88900
H: -0.95565 0.93839 5.61767
C: -3.85458 -1.51180 1.91813
C: -3.32589 -1.20407 3.29888
O: -3.17901 0.20358 3.48790
O: -4.99294 -0.66905 1.69644
H: -4.24585 -2.56080 1.89259
H: -3.04918 -1.40916 1.20528
H: -2.37909 -1.73366 3.51301
H: -4.18734 -1.42048 4.03519
H: -2.61183 0.57424 2.76867
H: -4.82463 0.07794 2.31326

As for the largest force on an atom: 2.99 eV Å⁻¹. As for the total charge: 0. As for the energy: -3453.99256 hartree. The frontier orbital gap comes out at 10.147 eV. Its spin multiplicity is 1.

# 2
14 unconnected molecules or ions with the total composition C30H92N16O18, computed with ωB97M-V/def2-TZVPD.

CARTESIAN COORDINATES (ANGSTROEM)
C: -5.85835 0.93131 -4.27372
O: -5.45486 0.77509 -2.91985
C: -6.38389 -0.13512 -2.26306
C: -6.07004 -0.18230 -0.72242
N: -4.96299 -1.05307 -0.45528
C: -4.87109 -1.24709 0.99470
C: -3.76875 -2.11432 1.52526
O: -2.62435 -1.37467 1.47437
C: -1.49122 -1.91324 2.12513
H: -6.86948 1.17688 -4.59842
H: -5.76611 -0.02313 -4.79202
H: -5.19118 1.56586 -4.85707
H: -6.30655 -1.17277 -2.58772
H: -7.38777 0.22033 -2.49544
H: -6.96555 -0.69822 -0.37604
H: -6.12481 0.77175 -0.19814
H: -4.06436 -0.73282 -0.78694
H: -5.82323 -1.72556 1.22408
H: -4.88464 -0.26876 1.47509
H: -3.71977 -3.12094 1.11003
H: -3.95483 -2.22031 2.59402
H: -0.49750 -1.64954 1.76305
H: -1.59474 -2.98870 2.26926
H: -1.79531 -1.56510 3.11226
C: 9.54354 -4.87658 5.39936
O: 9.66800 -5.69625 4.12639
C: 8.51447 -6.31882 3.49654
C: 7.62376 -5.26097 2.77564
N: 8.42767 -4.70279 1.77170
C: 7.79312 -3.44957 1.30449
C: 8.74911 -2.66623 0.44925
O: 9.92877 -2.09751 1.13200
C: 9.58076 -1.19860 2.21710
H: 10.54551 -4.91885 5.82639
H: 8.75357 -5.35701 5.97663
H: 9.42927 -3.82820 5.12379
H: 8.03626 -6.76923 4.36633
H: 8.73901 -7.16289 2.84446
H: 7.43811 -4.49468 3.52824
H: 6.75543 -5.73157 2.31450
H: 9.36047 -4.45796 2.07174
H: 7.52343 -2.84635 2.17137
H: 6.82396 -3.56794 0.81993
H: 8.23050 -1.79631 0.04627
H: 9.08132 -3.28247 -0.38621
H: 8.95407 -0.39226 1.83609
H: 10.47840 -0.68333 2.55895
H: 8.97342 -1.69332 2.97506
C: 6.57138 -4.97905 -7.53224
O: 5.38599 -4.34661 -7.94061
C: 5.34855 -4.14097 -9.35869
C: 3.99209 -4.15013 -9.93846
N: 2.94997 -3.19505 -9.40224
C: 2.93873 -1.92226 -10.03035
C: 1.94896 -0.96622 -9.29728
O: 2.49013 -0.82223 -8.01604
C: 1.68794 -0.24312 -6.95044
H: 6.67946 -5.18270 -6.46691
H: 7.43178 -4.55215 -8.04759
H: 6.58310 -6.00652 -7.89594
H: 5.94160 -4.73733 -10.05203
H: 5.69743 -3.11529 -9.47853
H: 3.45263 -5.08815 -9.80731
H: 4.09360 -4.02052 -11.01595
H: 3.00459 -3.07490 -8.40090
H: 2.53172 -2.02525 -11.03625
H: 3.96737 -1.57856 -10.13929
H: 0.96395 -1.42589 -9.21633
H: 1.89348 0.01505 -9.76860
H: 2.22548 -0.45525 -6.02624
H: 0.64513 -0.54781 -6.86208
H: 1.80763 0.82908 -7.10590
C: 6.08837 0.40580 7.99206
O: 6.65292 0.94510 6.93525
C: 6.14390 2.20323 6.54786
C: 7.03511 3.39356 7.08324
N: 7.90916 3.96524 6.04771
C: 8.76822 5.03805 6.33942
C: 9.89163 4.70947 7.40819
O: 9.40797 4.93806 8.76643
C: 10.53663 4.95804 9.65824
H: 5.02019 0.25263 7.83833
H: 6.46445 0.74082 8.95871
H: 6.45844 -0.61863 7.95096
H: 5.13758 2.25889 6.96297
H: 6.27521 2.07349 5.47359
H: 7.51521 2.87796 7.91497
H: 6.37724 4.17978 7.45362
H: 7.25335 4.22571 5.32510
H: 8.24845 5.96511 6.58128
H: 9.13150 5.17597 5.32103
H: 10.67939 5.44970 7.26827
H: 10.29609 3.72915 7.15625
H: 10.25670 4.90802 10.71050
H: 11.23707 5.76337 9.43705
H: 11.17308 4.07507 9.59996
C: -12.53526 -3.49495 -8.28292
O: -12.46820 -3.47611 -7.10886
N: -11.77170 -2.69446 -8.97174
N: -13.28990 -4.14478 -9.02570
H: -11.20720 -2.02444 -8.46925
H: -11.77571 -2.66735 -9.98137
H: -13.15854 -4.06163 -10.02367
H: -13.95494 -4.70194 -8.50860
C: -4.46569 -5.18736 9.93388
O: -3.86588 -4.35519 10.58657
N: -5.64973 -5.64283 10.28559
N: -4.07486 -5.78610 8.81445
H: -5.96570 -5.16293 11.11624
H: -6.03141 -6.40965 9.75042
H: -4.72760 -6.46396 8.44767
H: -3.07697 -5.86890 8.68224
C: -7.31478 9.47075 -8.95528
O: -7.42221 8.63852 -8.10787
N: -6.44104 9.47142 -9.93088
N: -8.13713 10.53747 -9.06863
H: -6.38275 10.32778 -10.46319
H: -5.69678 8.78979 -9.89173
H: -8.82154 10.51816 -8.32614
H: -7.94172 11.24517 -9.76223
C: -1.69975 7.39971 -4.01442
O: -1.36654 8.39134 -4.62023
N: -0.99532 6.81878 -3.07356
N: -2.90258 7.03366 -3.87449
H: -0.03548 7.09947 -2.93201
H: -1.49573 6.20947 -2.44237
H: -3.32065 6.37043 -3.23774
H: -3.62285 7.44644 -4.44977
C: -11.09269 1.07949 4.33914
O: -10.88148 2.11520 3.83745
N: -11.89787 0.20767 3.79900
N: -10.64365 0.69964 5.55276
H: -12.19923 -0.66276 4.21328
H: -12.35133 0.61682 2.99458
H: -10.11256 1.37383 6.08523
H: -10.88731 -0.18611 5.97248
C: -1.73383 3.88862 2.86981
O: -1.66352 3.45577 1.72812
N: -1.92796 3.04641 3.89045
N: -1.74482 5.17232 3.28955
H: -2.17169 3.39308 4.80724
H: -1.64548 2.08826 3.74131
H: -1.76165 5.36569 4.28072
H: -2.02590 5.81045 2.55888
O: -5.47684 -5.31129 -2.92973
H: -5.13974 -6.02411 -2.38707
H: -5.31522 -4.52066 -2.41491
O: -10.54612 5.04168 -4.18505
H: -10.05354 4.90207 -3.37629
H: -9.98064 5.60177 -4.71682
O: 1.88941 -7.05480 8.51030
H: 2.71191 -7.21798 8.97191
H: 2.04615 -7.37252 7.62107
O: -8.15303 5.64035 0.55009
H: -8.84573 5.33130 1.13394
H: -7.49067 6.00635 1.13622

As for the largest force on an atom: 8.71 eV Å⁻¹. As for the total charge: 0. As for the energy: -3428.35970 hartree. The frontier orbital gap comes out at 8.579 eV. Its spin multiplicity is 1.

# 3
A molecular structure, C31H104NO26PS, computed with ωB97M-V/def2-TZVPD.

CARTESIAN COORDINATES (ANGSTROEM)
C: 1.10844 2.84815 1.75909
C: 0.53407 2.20369 0.44816
P: 1.65445 2.77161 -0.91355
C: 1.20749 2.10072 -2.57781
C: 0.17196 3.01719 -3.29488
C: 3.40314 2.30086 -0.46024
O: 4.46269 2.48408 -1.40873
S: 5.78721 2.01098 -0.52716
O: 6.51810 1.25897 -1.48036
O: 6.59374 3.05644 -0.04144
O: 5.08205 1.14589 0.65356
C: 3.70687 0.93058 0.14996
C: 3.88762 -0.24581 -0.85280
C: 2.69595 -1.17211 -0.94955
O: 1.70459 -0.99199 -0.36143
N: 2.89914 -2.29156 -1.81613
C: 3.01727 -3.58758 -1.13482
C: 1.87016 -2.32728 -2.84338
H: 0.27069 3.02663 2.42803
H: 1.83294 2.19719 2.24142
H: 1.62049 3.77407 1.49072
H: 0.45099 1.11632 0.49350
H: -0.44800 2.65083 0.30194
H: 0.88615 1.05508 -2.55374
H: 2.11082 2.14332 -3.19602
H: -0.82741 2.57922 -3.24358
H: 0.18736 4.01101 -2.85658
H: 0.43734 3.06687 -4.34484
H: 3.70704 2.99396 0.34080
H: 3.06679 0.59856 0.96204
H: 4.13846 0.16319 -1.83180
H: 4.71047 -0.86621 -0.49357
H: 3.00344 -4.34030 -1.92138
H: 3.98963 -3.69624 -0.65493
H: 2.20686 -3.79572 -0.43842
H: 2.13882 -3.13529 -3.52864
H: 1.84916 -1.42118 -3.45075
H: 0.86628 -2.56178 -2.46447
C: 4.41222 -6.55770 -3.50141
O: 3.95022 -6.58034 -2.15288
H: 3.59795 -6.21722 -4.13637
H: 5.25639 -5.87014 -3.60089
H: 4.71597 -7.55979 -3.81450
H: 4.67940 -6.88192 -1.60641
C: 1.08649 5.43094 -6.45976
O: 0.31485 5.35488 -5.25343
H: 0.94790 4.50682 -7.01686
H: 0.74951 6.27625 -7.06780
H: 2.13694 5.54727 -6.21466
H: 0.45150 6.17520 -4.77546
C: -1.65161 -2.74577 -0.99197
O: -0.99370 -2.06637 0.07289
H: -2.70492 -2.85518 -0.73704
H: -1.56087 -2.16626 -1.91319
H: -1.20765 -3.73425 -1.12836
H: -0.06567 -1.97505 -0.16891
C: 4.12262 3.60472 -7.57713
O: 3.59092 3.91267 -6.28838
H: 3.34469 3.75896 -8.31932
H: 4.96534 4.26250 -7.80024
H: 4.44884 2.56186 -7.60950
H: 4.29251 3.77165 -5.64721
C: -4.10235 -3.89080 2.01341
O: -4.22112 -5.12781 1.29941
H: -4.75112 -3.15370 1.54608
H: -4.40753 -4.03532 3.05004
H: -3.07066 -3.53970 1.97528
H: -3.64136 -5.75968 1.72960
C: -2.29567 0.57992 -1.25498
O: -3.08943 1.10023 -2.32340
H: -1.39880 0.13209 -1.67386
H: -2.00976 1.38554 -0.57464
H: -2.85778 -0.18212 -0.71365
H: -3.87689 1.49220 -1.93743
C: -2.31602 -5.75907 -3.19856
O: -1.92640 -4.45465 -3.62797
H: -2.18808 -5.82724 -2.12244
H: -3.36581 -5.93282 -3.44848
H: -1.68849 -6.50997 -3.68466
H: -2.04922 -4.42129 -4.57934
C: -2.36396 -8.63626 0.10648
O: -3.16124 -8.11785 -0.95259
H: -1.47358 -9.08703 -0.32365
H: -2.06562 -7.83126 0.78519
H: -2.91931 -9.39739 0.66120
H: -3.94249 -7.72218 -0.55637
C: 3.53121 -5.18354 2.63978
O: 2.70559 -4.54521 1.66222
H: 4.45473 -5.49126 2.15292
H: 3.76422 -4.49165 3.44872
H: 3.02575 -6.06189 3.04341
H: 1.89295 -4.27627 2.09887
C: -1.76556 -1.80949 4.13903
O: -3.17047 -2.05956 4.11200
H: -1.50260 -1.23291 3.25549
H: -1.50254 -1.24030 5.03427
H: -1.21485 -2.75431 4.12982
H: -3.38157 -2.56835 4.89978
C: 3.32707 -4.52137 6.64488
O: 3.29533 -5.61058 5.72750
H: 2.62557 -3.77052 6.30275
H: 3.03477 -4.85693 7.64173
H: 4.32695 -4.08621 6.68371
H: 3.92004 -6.26778 6.04190
C: 1.62547 1.40534 7.41060
O: 2.74532 1.17178 8.27025
H: 1.88459 1.08420 6.40468
H: 0.76116 0.83350 7.75948
H: 1.38631 2.46799 7.39978
H: 2.49556 1.46253 9.15012
C: 1.50391 8.28768 -9.24496
O: 0.73327 8.23285 -8.04692
H: 1.35638 7.35845 -9.78911
H: 1.17627 9.12423 -9.86752
H: 2.56493 8.39973 -9.00752
H: 0.87323 9.05854 -7.57764
C: -1.74355 4.10391 6.93000
O: -0.63311 3.87730 7.79729
H: -1.47018 3.77763 5.92808
H: -2.60736 3.53153 7.27353
H: -1.98715 5.16347 6.91101
H: -0.89290 4.17133 8.67403
C: -6.76353 -1.21722 3.65962
O: -6.05365 -0.27083 4.45086
H: -7.79099 -0.87700 3.55647
H: -6.31035 -1.29677 2.66848
H: -6.75702 -2.19844 4.14451
H: -5.14654 -0.59023 4.52858
C: 2.44719 4.41337 5.17838
O: 2.53283 3.06460 4.72417
H: 1.76335 4.95139 4.52635
H: 2.06582 4.44388 6.20267
H: 3.43073 4.88847 5.13848
H: 3.13865 2.60601 5.31185
C: -4.46868 4.28973 -4.05790
O: -4.57208 3.05323 -4.75489
H: -5.10965 5.01610 -4.55148
H: -4.79612 4.16927 -3.02039
H: -3.43669 4.65025 -4.07708
H: -3.99845 2.42351 -4.30551
C: 4.19571 3.11498 -11.80890
O: 4.73508 3.96104 -10.79612
H: 3.14232 2.95426 -11.59511
H: 4.29471 3.58784 -12.78934
H: 4.71226 2.15171 -11.81196
H: 5.66394 4.09296 -10.99861
C: -5.28749 -2.98332 -3.19620
O: -5.71170 -2.78501 -1.84938
H: -6.09267 -2.68205 -3.86167
H: -4.40278 -2.37476 -3.39902
H: -5.05875 -4.04009 -3.35893
H: -4.98836 -3.05709 -1.27896
C: -4.48075 4.88624 9.45210
O: -3.61201 5.67098 8.63689
H: -3.93817 4.00221 9.77929
H: -4.79652 5.45765 10.32833
H: -5.35875 4.57659 8.87968
H: -4.10548 6.44554 8.35674
C: -4.94360 -0.94228 7.67434
O: -3.76859 -1.70826 7.40002
H: -4.71724 0.10985 7.52518
H: -5.74301 -1.23843 6.99290
H: -5.25803 -1.10237 8.70910
H: -3.99404 -2.63132 7.53845

As for the largest force on an atom: 4.08 eV Å⁻¹. As for the total charge: 0. As for the energy: -3993.54808 hartree. The frontier orbital gap comes out at 7.957 eV. Its spin multiplicity is 1.

- Number 3 is which compound?
  C31H104NO26PS